A molecular structure, C40H46IMnN6O8S3, computed with ωB97M-V/def2-TZVPD.

Each line ends with the Löwdin spin population.
CARTESIAN COORDINATES (ANGSTROEM)
Mn -0.47482 0.47096 0.48033  4.693
O -2.02522 -0.50077 1.57944  0.035
S -3.17409 -1.32074 1.03324  0.007
C -2.71694 -3.02919 1.41556  0.001
C -2.25788 -3.32921 2.84114  0.000
C -1.02165 -2.57918 3.35791  0.000
C 0.19543 -2.71763 2.45336  0.001
S 1.38848 -1.36083 2.59340  0.007
O 0.59816 -0.09683 2.34605  0.038
C 1.62766 -1.39593 4.35979  0.002
C 1.05528 -0.41507 5.14993  0.000
C 1.25631 -0.45972 6.52317  0.000
C 2.01947 -1.47293 7.08451  0.000
C 2.59799 -2.44469 6.27680  0.000
C 2.41084 -2.40466 4.90457  0.000
C -4.47568 -1.10865 2.23122  0.002
C -4.25396 -0.32884 3.35276  0.000
C -5.28534 -0.16464 4.26792  0.000
C -6.51270 -0.77372 4.05320  0.000
C -6.72451 -1.54275 2.91527  0.000
C -5.70568 -1.70618 1.99104  0.000
H -1.95842 -3.26027 0.66490  0.000
H -3.60080 -3.62125 1.16586  0.000
H -2.07235 -4.40697 2.88269  0.000
H -3.08636 -3.13867 3.52707  0.000
H -0.77953 -2.96589 4.34945  0.000
H -1.25625 -1.52260 3.46929  0.000
H -0.05971 -2.67939 1.39379  0.000
H 0.76030 -3.63701 2.62757  0.000
H 0.47104 0.36738 4.68421  0.000
H 0.81701 0.30098 7.15477  0.000
H 2.17325 -1.50263 8.15493  0.000
H 3.20243 -3.22708 6.71568  0.000
H 2.87469 -3.14872 4.26664  0.000
H -3.29164 0.14628 3.48965  0.000
H -5.12936 0.44507 5.14791  0.000
H -7.31327 -0.64094 4.76854  0.000
H -7.68724 -2.00446 2.74239  0.000
H -5.87237 -2.28380 1.08893  0.000
I -0.37986 2.99478 2.19119  0.041
C 0.09390 4.05940 0.45322  0.001
C 0.08658 5.42024 0.56974  0.003
C 0.41879 6.22915 -0.53579  -0.001
C 0.75280 5.64452 -1.71841  0.002
C 0.76373 4.23317 -1.85431  0.000
C 1.12611 3.66033 -3.09991  0.008
C 1.13345 2.30447 -3.24566  0.000
C 0.78388 1.48050 -2.15014  0.013
C 0.42717 1.94603 -0.89823  0.010
C 0.42449 3.37986 -0.76013  0.006
H -0.17625 5.88471 1.51009  0.001
H 0.40506 7.30593 -0.43179  0.000
H 1.01170 6.24906 -2.57985  0.000
H 1.37827 4.31856 -3.92358  0.000
H 1.38931 1.85739 -4.20150  0.000
H 0.79350 0.41184 -2.34656  0.002
O -0.94771 -1.27219 -1.09632  0.031
C 0.27114 -1.57646 -1.15453  0.009
O 1.12331 -1.19515 -0.32005  0.031
C 0.74905 -2.39167 -2.32967  0.001
C 2.11156 -2.56184 -2.51919  0.001
C 2.55821 -3.22619 -3.64324  0.000
C 1.69881 -3.76291 -4.58233  0.001
C 0.34760 -3.58286 -4.35562  0.000
C -0.14671 -2.90416 -3.25738  0.001
N -0.60956 -4.11695 -5.35061  0.000
O -1.78437 -3.87610 -5.16998  0.000
O -0.15314 -4.75686 -6.27073  0.000
N 4.01411 -3.33521 -3.86396  0.000
O 4.39504 -4.05594 -4.75407  0.000
O 4.73593 -2.66939 -3.14137  0.000
H 2.80767 -2.17404 -1.79276  0.000
H 2.06038 -4.28767 -5.45357  0.000
H -1.21081 -2.77200 -3.12601  0.000
C -1.92679 0.71955 -4.15720  0.000
N -2.31031 0.85333 -2.76166  0.002
C -2.74715 1.91330 -2.07829  0.007
S -2.87630 1.81622 -0.38102  0.030
N -3.07337 3.07598 -2.66320  0.005
C -3.12232 3.45683 -4.06595  0.001
H -1.36333 -0.20808 -4.24285  0.000
H -1.27446 1.53000 -4.47677  0.000
H -2.78376 0.65038 -4.82644  0.000
H -2.11384 0.05202 -2.17668  0.000
H -3.31315 3.78295 -1.98864  0.001
H -3.68038 2.73677 -4.65938  0.000
H -2.12953 3.59417 -4.49472  0.000
H -3.64763 4.40668 -4.12519  0.000
N 4.57278 1.73313 -1.53067  0.000
C 3.80558 2.77559 -0.75370  0.000
C 3.76542 2.38370 0.71781  0.000
N 3.27793 1.03638 0.94508  0.002
C 4.03486 0.05654 0.18950  0.000
C 4.03491 0.34153 -1.30426  0.000
H 5.55664 1.75669 -1.25758  0.000
H 4.52950 1.95973 -2.52368  0.000
H 2.80781 2.79180 -1.18599  0.000
H 4.29396 3.73512 -0.92138  0.000
H 3.12224 3.09570 1.23636  0.000
H 4.76660 2.47325 1.15556  0.000
H 2.29604 0.98034 0.67927  0.002
H 3.60441 -0.93125 0.34785  0.000
H 5.06468 0.03458 0.56676  0.000
H 3.01397 0.34729 -1.68552  0.000
H 4.64925 -0.35139 -1.87927  0.000

HOMO level (alpha / beta) = -0.342 / -0.362 hartree
E_tot = -5125.25326 Eh
energy above the lowest of the compared OMol25 structures with the same formula, charge and spin = 0.000 eV
LUMO (alpha / beta) = -2.97 / -2.97 eV
Kohn-Sham gap (alpha / beta) = 6.345 / 6.879 eV
spin multiplicity = 6
F_max = 0.24 eV Å⁻¹
charge = +1

A molecular structure, C40H46N4O2SSeTi, computed with ωB97M-V/def2-TZVPD.

Each line ends with the Löwdin spin population.
CARTESIAN COORDINATES (ANGSTROEM)
Ti 0.12078 0.31708 0.01903  0.973
C -1.09714 -1.71261 7.20070  0.000
C -1.27182 -0.21369 6.95985  0.000
C -2.69760 0.17818 7.36694  0.000
C -0.26704 0.53454 7.84528  0.000
C -1.03785 0.16055 5.49904  0.001
C -0.71633 -0.76514 4.52055  0.001
C -0.50034 -0.34953 3.21668  0.007
Se 0.01573 -1.64386 1.90589  0.006
C 1.92254 -1.54117 2.09285  0.000
C 2.53769 -2.21782 3.12947  0.000
C 3.90045 -2.07413 3.34001  0.000
C 4.58735 -1.22972 2.47529  0.000
C 4.01073 -0.52376 1.41876  -0.001
C 2.63259 -0.71093 1.21270  0.001
O 1.95421 -0.10012 0.22705  0.000
C 4.94223 0.37050 0.58979  0.000
C 5.63537 1.37311 1.52648  0.000
C 6.00226 -0.51195 -0.08599  0.000
C 4.25687 1.19138 -0.50475  0.000
C 4.64778 -2.78117 4.46855  0.000
C 5.73443 -3.68510 3.87347  0.000
C 3.71610 -3.64411 5.31965  0.000
C 5.29969 -1.73568 5.38304  0.000
C -0.60507 0.99181 2.82046  0.007
O -0.35278 1.34956 1.56460  0.039
C -0.94361 1.95174 3.79868  0.000
C -1.14045 1.49108 5.09654  0.000
C -1.11787 3.45874 3.55331  0.000
C -0.90988 3.92393 2.10770  0.000
C -0.11014 4.22186 4.42558  0.000
C -2.54517 3.86239 3.95381  0.000
H -1.26998 -1.93697 8.25437  0.000
H -1.80507 -2.30291 6.61693  0.000
H -0.08826 -2.04727 6.95320  0.000
H -2.88044 -0.08551 8.41052  0.000
H -2.86396 1.25027 7.26025  0.000
H -3.43419 -0.33698 6.74901  0.000
H -0.41715 0.27262 8.89455  0.000
H 0.75761 0.27944 7.57112  0.000
H -0.37781 1.61503 7.75323  0.000
H -0.62080 -1.81510 4.75871  0.000
H 1.94238 -2.84493 3.77765  0.000
H 5.65056 -1.10658 2.63109  0.000
H 6.23167 0.88460 2.29535  0.000
H 6.30321 2.01562 0.94935  0.000
H 4.90013 2.00685 2.02444  0.000
H 6.59432 -1.06947 0.63930  0.000
H 5.53406 -1.23073 -0.76000  0.000
H 6.68551 0.10781 -0.67024  0.000
H 3.51019 1.86734 -0.08714  0.000
H 5.02004 1.79361 -1.00317  0.000
H 3.77161 0.56367 -1.24941  0.000
H 5.29805 -4.43415 3.21143  0.000
H 6.46142 -3.11266 3.29697  0.000
H 6.27345 -4.20309 4.66899  0.000
H 3.23749 -4.42829 4.73095  0.000
H 4.28972 -4.12895 6.11094  0.000
H 2.93489 -3.04904 5.79578  0.000
H 6.02267 -1.12312 4.84422  0.000
H 4.54771 -1.06919 5.80762  0.000
H 5.82587 -2.22711 6.20367  0.000
H -1.39347 2.22465 5.85062  0.000
H 0.09863 3.72016 1.75152  0.000
H -1.60742 3.44840 1.41939  0.000
H -1.07664 5.00312 2.07588  0.000
H 0.91290 3.94788 4.16281  0.000
H -0.22417 5.29662 4.27027  0.000
H -0.24749 4.02348 5.48816  0.000
H -3.28093 3.33033 3.34863  0.000
H -2.75863 3.65290 5.00146  0.000
H -2.68555 4.93330 3.79384  0.000
S -5.07837 3.43071 -4.46078  0.005
N -3.49039 3.71437 -4.34911  0.000
C -3.00800 2.85036 -3.47092  -0.001
C -1.61966 2.76111 -3.04982  0.034
C -0.62395 3.56606 -3.54484  0.073
C 0.69272 3.40077 -3.06722  0.080
C 0.92409 2.44875 -2.10851  0.037
N -0.03727 1.64988 -1.60062  0.128
C -1.32204 1.77293 -2.06632  0.118
C -2.29154 0.87721 -1.56531  0.116
N -1.87949 -0.09311 -0.67721  0.135
C -2.80203 -0.96662 -0.22390  0.037
C -4.12369 -0.94421 -0.58117  0.081
C -4.56443 0.04113 -1.48765  0.074
C -3.65302 0.94073 -1.97946  0.035
C -3.99346 1.97211 -2.94441  -0.001
N -5.20271 2.18924 -3.43425  0.000
H -0.85689 4.31201 -4.29110  0.003
H 1.50523 4.00866 -3.43373  0.004
H 1.91418 2.28953 -1.69775  0.000
H -2.42718 -1.71639 0.46283  0.000
H -4.80077 -1.67702 -0.17046  0.004
H -5.59556 0.09275 -1.80634  0.003

HOMO level (alpha / beta) = -0.208 / -0.289 hartree
E_tot = -5570.59363 Eh
energy above the lowest of the compared OMol25 structures with the same formula, charge and spin = 0.167 eV
LUMO (alpha / beta) = -0.34 / -0.49 eV
Kohn-Sham gap (alpha / beta) = 5.337 / 7.382 eV
spin multiplicity = 3
F_max = 0.53 eV Å⁻¹